(1)
DFT (ωB97M-V/def2-TZVPD) results for a 8-piece molecular cluster, C39H52N8O14 overall at a distorted geometry.

Element x y z (Å)
C -42.592627 -10.996965 10.720251
C -43.236354 -9.655916 10.463285
C -42.424001 -8.943195 9.386659
C -43.168527 -7.791021 8.709252
C -44.506832 -8.223469 8.146604
C -45.422204 -8.931255 9.228574
N -44.663251 -9.912359 9.995087
O -45.398803 -10.725335 10.667728
C -46.525233 -9.705856 8.435624
C -46.105585 -7.863819 10.003019
C -43.145125 -8.838247 11.715938
H -41.567821 -10.840692 10.886697
H -42.603811 -11.613117 9.817759
H -43.004898 -11.415884 11.807070
H -42.039944 -9.442883 8.596296
H -41.407955 -8.633643 9.782068
H -42.710305 -7.467315 7.752290
H -43.333989 -6.893967 9.262043
H -44.404907 -8.903341 7.265254
H -44.944585 -7.333348 7.648507
H -47.218544 -10.058547 9.290035
H -46.209070 -10.529703 7.807961
H -47.182285 -9.168892 7.906939
H -45.197310 -7.269316 10.371485
H -46.929501 -8.311318 10.813077
H -46.733088 -7.340258 9.359285
H -43.803608 -9.314374 12.650519
H -43.708423 -7.835522 11.773527
H -42.271797 -8.863352 12.105297
N -44.801875 -3.879795 6.870893
O -45.183281 -3.349411 5.817642
O -44.293999 -4.971544 6.977994
O -45.291559 -3.402486 7.961282
C -49.591544 -4.377516 9.786615
C -48.032267 -4.100418 9.447650
C -47.325033 -3.188977 10.382664
C -47.909598 -2.560569 11.533647
C -49.399155 -2.804891 11.888482
C -50.086753 -3.800880 11.017306
N -47.090055 -1.736964 12.472867
O -47.172793 -2.081826 13.741445
O -46.458034 -0.793360 11.917714
H -50.149748 -5.052662 9.209857
H -47.501436 -4.634284 8.537523
H -46.296025 -2.716124 10.464043
H -49.848709 -2.655961 12.940061
H -51.029167 -4.258412 11.386340
C -45.270636 -9.102375 4.676317
C -45.265056 -7.559173 4.894034
C -46.644524 -6.939171 5.365289
C -47.860644 -7.773148 5.232026
C -47.842252 -9.239698 4.801174
C -46.377677 -9.808076 4.556770
N -49.131774 -7.094203 5.578451
O -50.135551 -7.429655 4.977665
O -49.120421 -6.414704 6.554469
H -44.235100 -9.504774 4.365718
H -44.338891 -6.904526 5.022024
H -46.772761 -5.920078 5.431141
H -48.768585 -9.990856 4.570414
H -46.077110 -10.810452 4.532833
C -48.292342 -1.236968 6.388901
C -48.565766 -2.183689 5.149945
C -49.811001 -2.080313 4.483914
C -50.767267 -0.828808 4.761762
C -50.425020 -0.004734 5.955699
C -49.124734 -0.139857 6.650929
N -52.031884 -0.673533 4.014719
O -52.408982 -1.526058 3.260853
O -52.459024 0.408848 4.142460
H -47.357979 -1.453761 6.963527
H -47.893782 -3.013584 4.981892
H -49.987192 -2.797253 3.674338
H -51.125855 0.831261 6.335372
H -48.601635 0.687571 7.199982
C -43.437046 1.015699 6.866845
C -44.607727 0.160382 7.621648
C -44.184242 -0.548641 8.850395
C -42.587037 -0.733482 9.132315
C -41.700443 0.150229 8.277770
C -42.114408 0.914208 7.158088
N -42.045586 -1.426993 10.302340
O -40.883859 -1.812220 10.044048
O -42.756670 -1.912071 11.131936
H -43.688328 1.621987 5.957689
H -45.617763 0.178495 7.318383
H -44.858957 -1.053542 9.305162
H -40.671704 0.193892 8.444950
H -41.456153 1.462136 6.416155
C -41.657000 -3.393087 5.617878
O -41.069536 -2.565932 6.410678
N -40.998440 -4.312397 4.946931
C -41.642507 -5.450210 4.256862
C -39.652387 -4.374627 4.813541
H -42.721496 -3.306323 5.527008
H -42.787522 -5.281053 4.278921
H -41.393855 -6.348137 4.806309
H -41.386998 -5.553419 3.156027
H -39.134497 -4.865220 5.537207
H -39.203197 -3.424434 4.589371
H -39.501383 -4.807384 3.881206
C -39.834424 -6.456422 8.128395
O -38.824838 -7.172845 8.050523
N -40.404603 -6.046586 9.310751
C -41.411496 -4.981083 9.115286
C -39.944574 -6.388370 10.633545
H -40.366193 -6.212644 7.332340
H -40.967198 -4.082029 8.762403
H -41.842971 -4.545376 10.094293
H -42.092216 -5.189932 8.276327
H -40.638115 -6.533410 11.461307
H -39.903570 -5.332075 10.967192
H -38.957000 -6.668810 10.962200

Forces on the atoms, in the same order (eV/Å):
C -1.7874 -1.2610 2.6942
C 1.6259 -1.0871 -1.3450
C 0.2583 3.3109 1.2002
C -0.1648 -0.0989 -1.4946
C -0.1103 -0.9658 -0.1319
C -0.6894 -0.3974 -5.6433
N -4.1729 -1.3388 5.4189
O 4.2739 3.0582 -3.2955
C 0.4967 -2.8516 4.6621
C 0.3359 -0.9646 4.6726
C -10.3684 0.6947 1.8560
H 1.4522 0.5047 0.3474
H -0.5875 -0.4692 0.4985
H 0.8567 0.4018 -3.3016
H 0.4018 -3.0070 -2.4518
H -1.4117 0.1507 0.4228
H 0.6754 -0.0252 0.8863
H 0.2341 0.5702 0.7833
H 0.2060 0.0631 0.8523
H -0.4198 -0.4286 0.9108
H 0.9578 -0.2367 -1.4857
H 0.4083 -0.2096 0.1825
H -1.7268 2.9521 -2.2457
H -2.1864 -0.0618 0.2319
H 2.6991 1.1420 -1.5478
H -0.5601 1.2102 -1.3517
H 1.4460 0.4263 -2.4658
H 1.6262 -1.1153 -0.8051
H 6.2387 0.3343 1.9345
N -5.0403 1.7028 2.9048
O 1.3942 -0.2451 -0.9507
O 2.4625 -2.3825 -1.2838
O 1.0441 0.4832 -0.6125
C 6.0663 3.1211 2.3610
C -2.5038 0.4675 1.7027
C -0.6149 0.8859 0.7274
C -5.3230 -2.1110 0.0210
C 2.6513 -2.7903 -1.1278
C 1.3196 0.6343 -0.0458
N -0.0429 0.2124 1.3551
O 0.7776 2.0109 -5.1035
O -1.3750 -2.6879 2.5784
H -0.5774 -0.7640 -0.6781
H -1.1245 1.5218 2.1100
H -0.6035 -1.6997 -1.7141
H 0.9720 0.3021 -2.0165
H 0.4588 0.8951 -0.2963
C 3.9713 6.7393 -0.5906
C -4.3313 -1.0498 2.2769
C 2.5915 -6.2047 -3.3071
C 2.6559 -2.9430 -1.4278
C 2.4703 1.0538 -0.0106
C -5.4050 1.3390 1.5688
N -0.4982 -2.6260 -0.7774
O 0.2677 0.2248 -0.4046
O 0.3194 1.6356 1.3429
H -1.8517 0.3135 0.8463
H -1.4380 -1.0951 -0.4072
H 0.0439 2.1858 0.6892
H 2.3365 2.4850 0.9106
H -1.0958 -1.9206 -0.6753
C -0.5499 -1.4877 -3.1500
C -2.5723 2.5696 3.2777
C 0.1872 3.1121 0.9213
C 4.1826 -2.8567 3.7362
C -0.1274 -0.2490 -1.9408
C 0.1722 -1.0417 -1.6447
N 3.4115 -1.2649 0.6160
O -0.4638 -1.0666 -0.4063
O -2.6397 3.3698 0.1466
H -0.8054 0.4153 -0.6680
H 0.0807 0.1261 -0.0825
H -0.4189 0.5936 0.2436
H 1.1903 -1.5000 -1.0975
H -1.5004 -0.8368 0.1256
C -4.3028 -2.1591 0.3238
C 6.9345 0.9029 2.3958
C 7.5295 4.1292 -6.2973
C -3.0849 5.5894 -3.4112
C -2.7691 -2.5192 1.6315
C -0.6245 -0.0704 0.1148
N 1.3592 -1.8559 -4.1126
O -0.4663 0.7282 1.6176
O -0.6266 0.4350 1.2667
H -0.2282 -0.7242 1.0452
H -0.8180 0.1582 -0.3205
H -4.0917 -3.4652 3.3780
H 1.4694 -0.4689 0.7287
H -0.2682 -0.8409 1.5992
C 1.7709 3.7086 3.6809
O -1.3913 -2.3837 -2.4872
N -3.4551 -1.8767 -1.4206
C -2.6924 1.3237 -0.4940
C 2.1219 2.2967 -1.7749
H -0.7448 -0.4534 -0.4137
H 1.7593 -0.3836 0.1768
H 0.0196 -0.4502 -0.1049
H 0.1206 0.3054 1.3879
H 1.5618 -1.4416 2.2861
H 0.1683 0.9204 0.7884
H 0.7457 -1.5361 -1.5559
C 3.5364 -2.8657 5.3932
O -1.1927 0.7907 0.0264
N -0.5360 -1.2205 -2.2602
C -0.3996 1.0222 1.3432
C -0.0515 4.3170 1.7804
H -2.4458 1.6674 -3.9570
H 1.0917 0.8361 -0.3939
H 0.0722 -1.5540 -1.4597
H -0.4185 -0.3809 0.9231
H -1.0321 -1.6381 -0.7280
H 0.8837 0.2008 0.5434
H 0.3635 -0.9210 -1.2712

Calculated values
gap between HOMO and LUMO: 0.1212 Eh
total energy: -81834.61615 eV
energy relative to the best compared isomer or geometry (same formula, charge and spin): 0.0 kcal/mol
highest occupied orbital energy: -8.260 eV

=====

(2)
DFT (ωB97M-V/def2-TZVPD) results for C39H53AsMnN2O3PS2Se2 as an isolated structure at a distorted geometry.

Element x y z (Å)
Mn 3.067981 0.259863 -0.401145
O 6.621454 -1.743913 3.165928
C 6.656847 -0.330317 3.369437
C 5.611309 0.373427 2.492276
C 5.875773 1.861575 2.778991
O 4.986384 2.796224 2.192043
C 4.233473 -0.106408 3.002414
Se 2.561689 0.388891 2.067113
C 5.873509 -0.045242 1.027728
Se 5.555539 1.277524 -0.425093
H 7.370493 -2.134828 3.620553
H 7.648851 0.064939 3.116433
H 6.455324 -0.097114 4.423258
H 6.904237 2.084057 2.457349
H 5.820467 2.013291 3.863531
H 4.985387 2.537044 1.236430
H 4.093917 0.255405 4.023829
H 4.244906 -1.191878 3.019883
H 5.266592 -0.907020 0.772880
H 6.915226 -0.338464 0.909765
C 1.676854 4.911532 1.073909
C 2.103991 3.422761 0.978683
N 2.267347 3.045314 -0.425456
C 3.376002 3.767664 -1.034106
C 3.181673 5.289621 -0.834934
N 1.782842 5.497327 -0.310675
C 0.784398 4.835725 -1.225240
C 1.036365 3.307032 -1.163692
H 2.329763 5.489046 1.726231
H 0.644006 5.039566 1.396893
H 1.356580 2.781238 1.435655
H 3.031214 3.238810 1.518996
H 3.410727 3.508134 -2.092398
H 4.311999 3.434112 -0.586608
H 3.278020 5.860380 -1.758164
H 3.863368 5.697345 -0.089578
H 1.588765 6.490042 -0.269099
H 0.944505 5.249053 -2.220205
H -0.211312 5.115834 -0.882809
H 1.122897 2.879867 -2.159139
H 0.218383 2.782384 -0.673762
C 0.170293 0.479186 -4.000018
S 1.497949 -0.438778 -2.989966
C 2.669599 -0.242377 -4.345194
O 1.667961 0.764360 -2.016085
H -0.187606 -0.185718 -4.795918
H 0.547285 1.419742 -4.425336
H -0.646010 0.695249 -3.304545
H 2.187095 -0.585250 -5.266756
H 3.553887 -0.824747 -4.106879
H 2.910531 0.822932 -4.409178
C -3.125678 0.293471 -0.481596
C -3.854876 -0.754138 0.349139
As -5.742196 -1.064597 -0.145249
C -5.425258 -1.786479 -1.938224
C -5.261625 -0.852945 -2.960648
C -4.980028 -1.255206 -4.260003
C -4.892401 -2.606676 -4.563512
C -5.106233 -3.545305 -3.566896
C -5.373310 -3.139301 -2.263362
C -5.942696 -2.702608 0.904762
C -7.095776 -2.844262 1.671053
C -7.280418 -3.953664 2.490484
C -6.307497 -4.937696 2.549319
C -5.150821 -4.808811 1.789976
C -4.968628 -3.697313 0.976073
P -1.253634 0.277077 -0.357361
C -1.150910 0.276292 1.486195
C -1.080892 -0.837890 2.317368
C -1.065950 -0.690313 3.698692
C -1.130931 0.570404 4.276074
C -1.205825 1.690426 3.461140
C -1.206532 1.537527 2.080200
C -0.899498 -1.465799 -0.812492
C 0.242506 -2.096041 -0.313647
C 0.523065 -3.414644 -0.653059
C -0.314896 -4.109797 -1.507540
C -1.428270 -3.474692 -2.055800
C -1.714263 -2.162715 -1.715208
H -3.436341 1.300186 -0.195071
H -3.342357 0.190668 -1.546384
H -3.859670 -0.476413 1.402492
H -3.347801 -1.712761 0.271578
H -5.346241 0.204106 -2.737283
H -4.827869 -0.513381 -5.034558
H -4.660882 -2.925406 -5.572415
H -5.053580 -4.602351 -3.799867
H -5.530082 -3.887052 -1.497906
H -7.856609 -2.074280 1.628000
H -8.181321 -4.045612 3.084620
H -6.445245 -5.801205 3.188329
H -4.383220 -5.571484 1.833800
H -4.054133 -3.613004 0.398151
H -1.019918 -1.830031 1.889200
H -0.990577 -1.570271 4.327369
H -1.107901 0.679981 5.353943
H -1.246587 2.682123 3.898787
H -1.254078 2.419215 1.444150
H 0.932560 -1.562301 0.329476
H 1.430996 -3.867498 -0.276998
H -0.090224 -5.136938 -1.772911
H -2.076754 -3.998455 -2.750136
H -2.580152 -1.687065 -2.164486
S 3.302693 -1.609484 -1.616022

Forces on the atoms, in the same order (eV/Å):
Mn 0.2205 0.4733 -0.2842
O -0.0342 0.1344 0.0017
C 0.0157 -0.1402 0.0031
C -0.3021 -0.1102 -0.0705
C -0.0904 0.1527 -0.0514
O 0.0915 -0.0740 0.2635
C 0.0646 0.2102 -0.2376
Se -0.1768 -0.1567 0.4502
C 0.1069 0.3131 -0.0708
Se 0.1174 0.0035 0.0922
H 0.0258 0.0172 0.0098
H 0.0276 -0.0346 -0.0200
H -0.0081 -0.0232 0.0365
H 0.0071 0.0115 0.0089
H 0.0098 0.0567 -0.0270
H 0.1123 -0.0249 0.0136
H 0.0428 -0.0347 0.0436
H 0.0542 -0.0668 0.0487
H -0.0482 -0.2330 0.0016
H 0.0434 -0.0302 0.0423
C 0.0453 -0.1419 -0.0295
C 0.0190 0.1871 -0.2349
N -0.1432 0.1723 0.0963
C -0.1953 0.0474 0.0127
C -0.0046 -0.1019 -0.0475
N 0.0390 -0.1669 -0.0060
C 0.0099 -0.1003 0.0477
C 0.2037 0.0956 0.1082
H 0.0289 0.0567 -0.0214
H -0.0439 0.0269 -0.0446
H -0.0415 -0.0062 0.0183
H -0.0608 0.0111 -0.0043
H -0.0190 0.0022 -0.0143
H -0.0026 0.0418 0.0138
H -0.0525 0.0305 -0.0026
H -0.0273 0.0178 0.0485
H -0.0203 0.1129 0.0064
H 0.0410 0.0411 -0.0121
H 0.0053 0.0533 0.0469
H 0.0136 -0.0186 -0.0033
H -0.0319 0.0026 0.0172
C 0.0277 -0.0519 0.0436
S -0.2434 0.3417 0.0451
C 0.1058 -0.0372 -0.0493
O 0.0029 -0.1065 -0.1507
H 0.0324 0.1113 0.0688
H -0.0438 -0.1323 0.0563
H 0.0717 -0.0463 -0.0536
H 0.0361 0.0830 0.0873
H -0.0059 0.0236 0.0144
H -0.0144 -0.0970 -0.0211
C 0.1210 -0.1190 0.0505
C 0.0691 0.0196 -0.1288
As 0.0579 0.0570 0.0457
C -0.1205 -0.0837 -0.0442
C 0.0397 -0.0320 -0.0883
C -0.0075 0.0303 0.0397
C 0.0139 0.0504 -0.0300
C -0.0206 -0.0236 0.1177
C 0.0636 0.0093 -0.0507
C -0.0685 -0.0257 0.0133
C -0.0268 -0.0811 0.0156
C -0.0214 0.0890 -0.0527
C 0.0595 -0.0112 -0.0279
C 0.0045 0.0628 -0.0480
C 0.0594 -0.1009 0.0756
P -0.2438 -0.1512 0.1907
C 0.0070 0.0975 -0.0607
C 0.0035 -0.0085 0.0707
C -0.0096 0.0087 -0.0468
C -0.0042 -0.0285 -0.0481
C -0.0105 -0.0176 -0.0919
C 0.0023 0.0410 0.0935
C 0.0031 -0.0239 0.0764
C -0.2219 0.0828 -0.0527
C 0.0381 0.0108 -0.0347
C -0.0873 0.0233 -0.0356
C 0.0514 -0.0064 0.0493
C 0.0024 0.0288 0.0099
H -0.0191 0.0608 -0.0167
H -0.0360 0.0267 -0.0273
H -0.0043 0.0321 0.0629
H 0.0766 -0.0056 -0.0003
H -0.0021 0.0433 -0.0197
H -0.0003 -0.0039 0.0181
H -0.0136 0.0110 0.0168
H -0.0044 0.0154 0.0228
H 0.0057 -0.0211 -0.0047
H -0.0326 0.0123 0.0189
H -0.0038 0.0159 -0.0121
H 0.0089 0.0036 -0.0084
H 0.0002 0.0107 -0.0013
H -0.0337 -0.0345 0.0227
H 0.0036 0.0174 -0.0135
H 0.0027 0.0364 -0.0305
H 0.0094 -0.0080 -0.0340
H 0.0111 -0.0346 -0.0188
H 0.0173 -0.0191 0.0115
H 0.0128 -0.0296 0.0659
H -0.0108 0.0555 -0.0254
H 0.0027 0.0403 -0.0044
H 0.0287 0.0160 0.0116
H 0.0130 -0.0325 0.0374
S 0.2023 -1.0027 -0.3684

Calculated values
spin multiplicity: 6
gap between HOMO and LUMO (alpha / beta): 0.1246 / 0.1381 Eh
total energy: -304235.40721 eV
net charge: -1
energy relative to the best compared isomer or geometry (same formula, charge and spin): 23.2 kcal/mol
highest occupied orbital energy (alpha / beta): -2.196 / -2.569 eV